# C6H27N5O7

7 unconnected molecules or ions with the total composition C6H27N5O7 at a distorted geometry (wB97M-V/def2-TZVPD, OMol25).

Geometry as XYZ:
```
45
Properties=species:S:1:pos:R:3:mulliken_spin:R:1
C 24.461 13.240 4.293 0.00
O 24.360 12.785 3.186 0.00
N 23.703 14.098 4.927 0.00
N 25.416 12.911 5.022 0.00
H 23.917 14.308 5.892 0.00
H 23.174 14.740 4.355 0.00
H 25.550 11.912 5.079 0.00
H 25.552 13.447 5.867 0.00
C 22.638 16.134 -1.194 0.00
O 22.180 16.684 -0.185 0.00
N 22.564 16.678 -2.347 0.00
N 23.148 14.974 -1.313 0.00
H 21.906 17.431 -2.488 0.00
H 23.073 16.269 -3.118 0.00
H 23.638 14.759 -2.169 0.00
H 23.052 14.261 -0.604 0.00
C 17.147 8.266 -1.632 0.17
C 18.289 8.831 -0.758 0.04
C 18.713 10.218 -1.276 -0.01
O 19.765 10.928 -0.711 0.02
C 21.103 10.627 -1.179 0.00
N 17.631 9.091 0.452 0.78
H 17.505 8.244 -2.661 0.02
H 16.233 8.858 -1.683 0.00
H 16.776 7.254 -1.470 -0.01
H 19.093 8.098 -0.687 0.02
H 17.894 10.931 -1.369 0.00
H 18.995 9.929 -2.289 0.00
H 21.313 10.512 -2.242 0.00
H 21.464 9.692 -0.751 0.00
H 21.846 11.310 -0.766 0.00
H 17.105 8.276 0.731 -0.01
H 16.858 9.740 0.421 -0.01
O 28.013 11.730 2.534 0.00
H 27.548 11.614 3.362 0.00
H 27.439 12.293 2.014 0.00
O 21.926 12.482 1.923 0.00
H 22.464 13.033 2.491 0.00
H 22.536 12.150 1.264 0.00
O 26.796 13.442 -0.167 0.00
H 26.771 14.164 -0.795 0.00
H 27.601 13.585 0.331 0.00
O 24.311 12.156 0.496 0.00
H 24.666 12.146 1.385 0.00
H 24.995 12.567 -0.032 0.00
```

Calculated values
net charge = +1
lowest unoccupied orbital energy (alpha / beta) = -0.1107 / -0.3078 hartree
HOMO (alpha / beta) = -11.00 / -11.00 eV
calculated total energy = -28432.84152 eV
HOMO-LUMO gap (alpha / beta) = 0.2935 / 0.0964 hartree
<S²> = 0.754
F_max = 9.16 eV/A
multiplicity = 2